1.
Entry from the OMol25 dataset: C4H8OS in the gas phase (ωB97M-V/def2-TZVPD).

The SMILES is C=C[C@H](C)SO. Its orbital gap is 9.0 eV. For the highest occupied orbital energy, the calculation gives -8.361 eV. As for the LUMO energy: 0.62 eV.

XYZ file:
```
14
Properties=species:S:1:pos:R:3:lowdin_charge:R:1
C -0.48 0.59 0.55 -0.301
C -0.16 -0.44 -0.42 -0.569
C -0.88 1.84 0.25 0.021
C -0.64 -1.92 -0.11 -0.111
O 2.20 1.09 -0.51 -0.516
S 1.74 -0.49 -0.15 0.854
H -0.56 0.28 1.58 0.106
H -0.24 -0.33 -1.49 0.093
H -1.02 2.64 0.94 0.045
H -0.89 2.07 -0.80 0.058
H 2.83 1.53 0.17 0.093
H -0.34 -2.54 -1.02 0.094
H -1.64 -2.07 0.28 0.060
H 0.08 -2.24 0.73 0.072
```

2.
Entry from the OMol25 dataset: 2 unconnected molecules or ions with the total composition C5H13O2S (ωB97M-V/def2-TZVPD).

Its orbital gap is 10.9 eV. For the highest occupied orbital energy, the calculation gives -13.902 eV. The net charge is +1. As for the LUMO energy: -3.00 eV.

XYZ file:
```
21
Properties=species:S:1:pos:R:3:lowdin_charge:R:1
C 2.62 1.03 0.92 0.000
C 3.19 -1.01 -0.47 0.002
C -3.59 -0.50 0.62 -0.202
C -2.13 1.15 -1.00 -0.203
C 2.16 -0.24 0.29 -0.442
O -1.36 -1.27 -0.37 -0.306
O 1.00 -0.61 0.38 -0.002
S -1.88 0.02 0.39 1.074
H 1.81 1.52 1.46 0.089
H 3.44 0.83 1.60 0.100
H 3.00 1.71 0.16 0.101
H 2.81 -1.98 -0.79 0.093
H 4.08 -1.14 0.14 0.098
H 3.49 -0.44 -1.35 0.103
H -3.94 -0.99 -0.28 0.078
H -4.20 0.36 0.85 0.076
H -3.63 -1.20 1.45 0.072
H -2.71 2.00 -0.66 0.073
H -2.63 0.64 -1.81 0.078
H -1.15 1.51 -1.33 0.067
H -0.38 -1.38 -0.21 0.051
```

3.
Entry from the OMol25 dataset: a molecular structure, C13H23I2OP2SeY (ωB97M-V/def2-TZVPD).

Its orbital gap is 5.5 eV. For the highest occupied orbital energy, the calculation gives -13.428 eV. The net charge is +2. As for the LUMO energy: -7.93 eV.

XYZ file:
```
43
Properties=species:S:1:pos:R:3:lowdin_charge:R:1
I 0.29 -0.69 -4.92 0.113
I -0.33 1.79 -4.18 0.096
Y 0.02 -0.51 -0.39 0.886
P -2.48 -0.11 -0.03 0.694
C -3.46 1.39 0.36 -0.244
C -3.07 -0.70 -1.71 -0.253
H -4.16 -0.89 -1.71 0.080
H -4.28 -1.63 1.04 0.079
H -2.56 -1.64 -1.99 0.044
H -2.64 -2.38 0.93 0.022
H -3.15 2.17 -0.36 0.057
H -2.78 0.03 -2.48 0.017
C -3.18 -1.44 1.10 -0.272
H -4.57 1.23 0.32 0.084
H -2.90 -1.19 2.13 0.020
H -3.16 1.73 1.36 0.052
P 2.49 -0.02 -0.02 0.703
C 3.41 1.51 0.37 -0.245
C 3.22 -1.33 1.11 -0.268
H 2.62 -1.54 -1.99 0.037
H 4.20 -0.74 -1.70 0.080
H 2.79 0.12 -2.47 0.028
C 3.10 -0.59 -1.69 -0.260
H 2.70 -2.28 0.94 0.019
H 4.32 -1.49 1.04 0.080
H 4.52 1.39 0.34 0.083
H 3.08 1.83 1.38 0.064
H 2.94 -1.08 2.14 0.015
H 3.07 2.28 -0.34 0.057
C -0.03 1.82 0.44 -0.058
O -0.05 2.94 0.79 0.151
Se 0.03 -1.80 2.31 0.661
C 0.22 -0.42 3.62 -0.656
C -0.68 0.66 3.73 -0.157
C -0.53 1.62 4.73 -0.069
C 0.54 1.53 5.65 -0.047
C 1.45 0.46 5.54 -0.054
C 1.29 -0.49 4.54 -0.144
H -1.51 0.72 3.02 0.065
H -1.25 2.45 4.81 0.113
H 0.65 2.26 6.43 0.106
H 2.28 0.37 6.25 0.118
H 1.98 -1.34 4.45 0.102
```

4.
Entry from the OMol25 dataset: a molecular structure, C29H36ClIN7O2W (ωB97M-V/def2-TZVPD).

Its orbital gap (spin up / spin down) is 5.8 / 6.0 eV. The spin multiplicity is 3. For the highest occupied orbital energy (spin up / spin down), the calculation gives -15.652 / -15.612 eV. The net charge is +3. As for the LUMO energy (spin up / spin down): -9.86 / -9.60 eV. As for the expectation value of S²: 2.0141.

XYZ file:
```
77
Properties=species:S:1:pos:R:3:lowdin_spin:R:1
W -0.25 -0.07 -0.05 1.607
C -2.76 2.71 1.89 0.002
N -1.72 2.44 0.90 0.016
C -2.16 2.04 -0.43 0.012
C -0.39 2.62 1.14 0.013
N 0.43 1.78 0.46 0.021
C 1.72 2.18 0.00 0.005
C 1.88 3.48 -0.44 -0.002
C 3.12 3.97 -0.84 0.001
C 4.21 3.15 -0.81 -0.004
C 4.09 1.80 -0.42 0.000
C 5.24 0.98 -0.47 -0.001
C 5.15 -0.35 -0.18 0.001
C 3.91 -0.90 0.17 0.000
C 2.77 -0.13 0.29 0.003
N 1.54 -0.79 0.62 0.026
C 1.53 -1.90 1.41 0.014
N 2.25 -2.02 2.51 0.009
C 2.74 -0.84 3.23 0.001
C 2.69 -3.31 3.04 0.002
N 0.70 -2.90 1.03 0.015
C 0.29 -2.92 -0.37 0.007
C -0.04 -3.71 2.01 0.001
C 2.82 1.26 -0.02 0.000
N 0.03 3.52 2.01 0.012
C -0.69 4.76 2.30 0.002
C 1.31 3.38 2.70 0.001
H -3.48 1.90 1.86 0.000
H -3.28 3.65 1.71 0.000
H -2.32 2.72 2.89 0.000
H -3.18 1.66 -0.36 0.000
H -1.51 1.25 -0.89 0.012
H -2.16 2.88 -1.13 0.000
H 1.02 4.13 -0.47 0.000
H 3.21 5.00 -1.17 0.000
H 5.19 3.52 -1.10 0.000
H 6.18 1.42 -0.76 0.000
H 6.02 -0.99 -0.24 0.000
H 3.85 -1.97 0.34 0.000
H 2.10 0.01 3.01 0.000
H 3.77 -0.61 2.96 0.000
H 2.69 -1.06 4.29 0.000
H 2.69 -4.07 2.27 0.000
H 2.07 -3.63 3.88 0.000
H 3.71 -3.19 3.41 0.001
H 1.13 -3.12 -1.03 0.000
H -0.16 -1.95 -0.70 0.011
H -0.46 -3.69 -0.52 0.000
H 0.50 -4.61 2.29 0.000
H -0.99 -4.00 1.58 0.000
H -0.23 -3.12 2.91 0.000
H -1.39 5.00 1.51 0.000
H 0.03 5.57 2.37 0.001
H -1.22 4.71 3.25 0.000
H 1.65 2.35 2.68 0.000
H 1.17 3.69 3.74 0.000
H 2.08 4.02 2.25 0.000
Cl -6.15 -2.64 2.68 0.007
C -4.60 -1.94 2.46 0.020
C -3.87 -1.51 3.54 -0.006
C -2.60 -0.95 3.39 0.022
I -1.44 -0.33 5.02 0.005
C -2.05 -0.78 2.13 -0.006
O -0.85 -0.27 1.89 0.081
C -2.80 -1.19 1.02 0.000
N -2.20 -0.99 -0.20 0.008
C -2.85 -1.39 -1.30 0.016
C -4.09 -2.01 -1.25 0.001
C -4.70 -2.22 -0.04 0.009
C -4.07 -1.80 1.15 0.000
H -4.29 -1.62 4.54 -0.001
H -2.36 -1.21 -2.26 0.003
H -4.56 -2.32 -2.18 0.000
H -5.67 -2.71 0.01 0.001
O 0.63 0.26 -2.24 0.049
H 1.41 -0.21 -2.58 0.002
H 0.59 1.09 -2.73 0.002
```

5.
Entry from the OMol25 dataset: C4H7NO in the gas phase (ωB97M-V/def2-TZVPD).

The SMILES is C=C(C)NC=O. Its orbital gap is 9.1 eV. For the highest occupied orbital energy, the calculation gives -8.649 eV. As for the LUMO energy: 0.44 eV.

XYZ file:
```
13
Properties=species:S:1:pos:R:3:lowdin_charge:R:1
C -1.21 -0.17 -0.38 -0.115
C 0.23 0.05 -0.50 -0.425
C 0.47 1.02 -1.53 0.035
C 0.56 -0.78 1.74 -0.291
H -1.65 0.41 -1.18 0.028
H -1.58 0.80 0.27 0.155
H -1.57 -1.23 -0.10 0.111
H -0.59 1.08 -2.11 0.095
H 1.47 1.08 -1.93 0.033
H 1.84 0.36 0.62 0.162
H -0.23 -1.63 1.73 0.157
N 1.02 -0.23 0.57 0.075
O 1.24 -0.78 2.80 -0.020
```

6.
Entry from the OMol25 dataset: a molecular structure, C13H26OP2SeV (ωB97M-V/def2-TZVPD).

Its orbital gap (spin up / spin down) is 5.8 / 4.4 eV. The spin multiplicity is 2. For the highest occupied orbital energy (spin up / spin down), the calculation gives -14.667 / -14.295 eV. The net charge is +2. As for the LUMO energy (spin up / spin down): -8.89 / -9.88 eV. As for the expectation value of S²: 0.8180.

XYZ file:
```
44
Properties=species:S:1:pos:R:3:lowdin_spin:R:1
V 0.42 -0.02 -0.75 0.476
H -1.42 -0.42 -0.81 0.004
H -1.40 0.42 -0.75 0.003
P 0.01 -2.11 -1.54 0.015
P 0.00 2.13 -1.70 0.045
C 1.49 3.09 -1.31 0.026
H 1.33 4.13 -1.61 0.004
H 1.71 3.05 -0.24 0.001
H 2.36 2.69 -1.85 0.000
C -0.34 2.57 -3.44 -0.001
H -1.30 2.12 -3.74 0.000
H -0.37 3.66 -3.56 0.000
H 0.45 2.14 -4.08 0.000
C -1.36 2.94 -0.78 0.002
H -1.21 2.84 0.30 0.001
H -1.40 4.00 -1.07 0.000
H -2.31 2.46 -1.04 0.000
C -0.14 -2.46 -3.34 0.013
H -0.20 -3.55 -3.51 0.002
H -1.04 -1.98 -3.74 0.000
H 0.74 -2.06 -3.87 0.000
C 1.41 -3.20 -1.08 -0.007
H 1.52 -3.20 0.01 -0.001
H 1.22 -4.22 -1.44 -0.001
H 2.34 -2.83 -1.53 0.000
C -1.46 -3.01 -0.89 0.007
H -2.37 -2.51 -1.26 0.000
H -1.44 -4.05 -1.24 0.000
H -1.45 -2.98 0.21 0.000
C 2.21 -0.10 -1.36 -0.005
O 3.34 -0.13 -1.70 0.009
H 0.01 0.50 -2.20 0.032
Se 0.79 0.71 1.58 0.232
C 0.19 0.11 3.29 0.039
C -1.04 0.61 3.76 0.031
C -1.33 0.52 5.12 -0.002
C -0.43 -0.09 5.99 0.046
C 0.73 -0.70 5.50 0.002
C 1.04 -0.63 4.15 0.025
H -1.74 1.10 3.07 0.001
H -2.27 0.94 5.49 -0.001
H -0.62 -0.09 7.07 0.002
H 1.39 -1.24 6.18 0.000
H 1.95 -1.10 3.76 0.001
```

7.
Entry from the OMol25 dataset: C5H9NO in the gas phase (ωB97M-V/def2-TZVPD).

The SMILES is [H]/N=C/CCCC=O. Its orbital gap is 10.6 eV. For the highest occupied orbital energy, the calculation gives -9.665 eV. As for the LUMO energy: 0.91 eV.

XYZ file:
```
16
Properties=species:S:1:pos:R:3:lowdin_charge:R:1
N 2.42 0.87 -0.07 0.110
C 1.28 0.41 -0.38 -0.305
C 0.84 -1.03 -0.27 -0.157
C -0.60 -1.22 0.27 -0.189
C -1.50 -0.03 -0.04 -0.164
C -0.84 1.23 0.47 -0.326
O -0.12 1.22 1.44 0.035
H 2.48 1.88 -0.21 0.057
H 0.90 -1.39 -1.30 0.117
H 1.55 -1.60 0.34 0.118
H -0.57 -1.34 1.36 0.112
H -1.03 -2.15 -0.14 0.111
H -1.79 0.03 -1.10 0.121
H -2.43 -0.08 0.54 0.124
H -1.09 2.19 -0.04 0.132
H 0.48 1.02 -0.86 0.103
```

8.
Entry from the OMol25 dataset: a molecular structure, C24H30ClN4O4PS2W (ωB97M-V/def2-TZVPD).

Its orbital gap (spin up / spin down) is 6.0 / 3.4 eV. The spin multiplicity is 2. For the highest occupied orbital energy (spin up / spin down), the calculation gives -9.917 / -9.194 eV. The net charge is +1. As for the LUMO energy (spin up / spin down): -3.94 / -5.75 eV. As for the expectation value of S²: 0.7825.

XYZ file:
```
67
Properties=species:S:1:pos:R:3:lowdin_spin:R:1
W 0.25 0.91 -0.19 -0.010
C -1.03 2.62 2.47 0.490
N -0.10 0.25 1.65 0.019
C 0.05 -1.10 2.08 0.002
C 1.10 -1.76 1.22 0.000
C 1.69 -2.97 1.53 0.000
C 2.63 -3.51 0.66 0.000
C 2.95 -2.81 -0.49 0.000
C 2.32 -1.61 -0.74 0.000
N 1.41 -1.09 0.10 0.000
C 1.97 0.61 3.11 0.106
C 2.89 0.77 2.05 0.006
C 4.26 0.61 2.31 0.046
C 5.20 1.00 1.37 -0.008
C 4.75 1.58 0.19 0.047
C 3.38 1.65 -0.04 -0.012
N 2.47 1.20 0.81 0.043
C -2.01 2.32 1.38 0.055
C -3.30 2.80 1.64 0.020
C -4.24 2.89 0.63 0.000
C -3.91 2.46 -0.65 0.004
C -2.66 1.91 -0.83 0.001
N -1.74 1.84 0.14 0.017
H 1.18 2.22 2.03 0.014
H -0.37 0.76 3.77 0.009
H -0.89 -1.65 1.95 -0.001
H 0.32 -1.17 3.14 0.000
H 1.41 -3.48 2.44 0.000
H 3.10 -4.46 0.88 0.000
H 3.68 -3.18 -1.20 0.000
H 2.53 -1.03 -1.63 0.000
H 2.25 0.22 4.08 0.007
H 0.68 2.40 3.84 -0.004
H 4.56 0.24 3.28 0.002
H 6.25 0.89 1.58 -0.002
H 5.44 1.95 -0.55 0.003
H 3.01 2.06 -0.97 -0.001
H -3.52 3.11 2.65 0.005
H -5.23 3.28 0.84 0.000
H -4.60 2.51 -1.47 0.000
H -2.38 1.50 -1.79 0.000
C -4.88 -2.24 -3.58 0.000
C -4.19 -1.41 -2.53 0.000
O -3.06 -0.71 -3.12 0.001
P -1.53 -1.07 -2.83 0.002
S 0.90 0.84 -2.23 0.005
S -1.39 -0.86 -0.68 0.001
O -1.64 -2.70 -2.91 0.001
C -0.50 -3.50 -2.57 0.000
C 0.65 -3.30 -3.53 0.000
H -5.76 -2.72 -3.14 0.000
H -4.21 -3.02 -3.95 0.000
H -5.20 -1.62 -4.41 0.000
H -3.84 -2.02 -1.69 0.000
H -4.84 -0.63 -2.14 0.000
H -0.86 -4.53 -2.61 0.000
H -0.21 -3.29 -1.54 0.000
H 0.34 -3.49 -4.55 0.000
H 1.46 -3.99 -3.28 0.000
H 1.04 -2.28 -3.48 0.000
Cl 0.35 1.52 2.87 0.041
C -0.30 3.91 2.12 0.048
C 0.67 3.86 0.93 0.020
O 1.52 4.69 0.74 0.014
O 0.52 2.83 0.07 0.001
H 0.25 4.37 2.95 0.005
H -1.06 4.65 1.85 0.002
```

What are the E values for these records? In order: -630.55248, -746.71586, -4301.68222, -2484.53785, -286.49816, -4613.61710, -325.85450, -3116.89735 a.u..
What are the energy relative to the best compared isomer or geometry (same formula, charge and spin) values for these records? In order: 51.7, 0.0, 28.6, 28.1, 83.8, 0.0, 52.1, 418.0 kcal per mole.